A molecular structure, C3H8N4 at a distorted geometry, computed with ωB97M-V/def2-TZVPD.

```
15
Properties=species:S:1:pos:R:3:forces:R:3
C -0.8519 0.1820 -1.4023 0.06 -0.41 -0.08
N -0.3543 -0.4039 -0.1665 -0.44 -0.48 -0.76
C 1.0559 -0.5225 0.1362 -1.87 2.96 0.51
N -1.2736 -1.2736 0.4646 0.00 -0.44 0.17
C 0.4810 0.5098 1.3008 3.49 -0.98 0.52
N 1.9015 -0.4244 -0.7982 -0.01 -0.55 0.14
N 0.6368 1.7657 1.3103 -1.16 0.12 -0.20
H -1.7955 -0.7612 1.1749 0.10 -0.06 -0.10
H -0.7610 -2.0264 0.9197 -0.16 0.15 -0.17
H 2.8288 -0.2116 -0.4334 -0.05 -0.02 0.07
H 0.7585 2.1887 0.3941 0.68 -0.11 0.00
H 0.2970 -0.0065 2.2380 -0.65 0.00 -0.07
H -0.1000 0.8373 -1.8337 0.15 -0.08 0.10
H -1.0708 -0.6207 -2.1035 -0.13 0.11 -0.23
H -1.7525 0.7674 -1.2010 0.00 -0.20 0.10
```
Positions in Å, forces in eV/Å.

* electronic energy: -337.9675 Ha
* energy relative to the best compared isomer or geometry (same formula, charge and spin): 489.2 kJ/mol
* E_LUMO: 0.49 eV